No. 1
{
  "formula": "C27H63Br6Cl3O16P4",
  "method": "the ωB97M-V functional and the def2-TZVPD basis",
  "de_lowest_kj_mol": 0.0,
  "spin_multiplicity": 2,
  "total_charge": -1,
  "homo_lumo_gap_ev": [3.1, 7.2],
  "molar_mass_g_mol": 1353.46,
  "e_tot_ha": -20460.791920,
  "homo_energy_ha": [-0.06129, -0.21328],
  "species": ["C", "Br", "Br", "Br", "H", "C", "Br", "Br", "Br", "H", "C", "C", "O", "P", "O", "O", "C", "C", "O", "C", "C", "H", "H", "H", "H", "H", "H", "H", "H", "H", "H", "H", "H", "H", "H", "H", "C", "C", "O", "P", "O", "O", "C", "C", "O", "C", "C", "H", "H", "H", "H", "H", "H", "H", "H", "H", "H", "H", "H", "H", "H", "H", "C", "C", "O", "P", "O", "O", "C", "C", "O", "C", "C", "H", "H", "H", "H", "H", "H", "H", "H", "H", "H", "H", "H", "H", "H", "H", "C", "C", "O", "P", "O", "O", "C", "C", "O", "C", "C", "H", "H", "H", "H", "H", "H", "H", "H", "H", "H", "H", "H", "H", "H", "H", "C", "Cl", "Cl", "Cl", "H"],
  "positions_angstrom": [[4.7147, -1.6897, 3.3791], [4.6563, -2.9415, 1.8747], [5.3293, 0.1517, 2.9705], [5.4057, -2.5331, 5.1418], [3.6492, -1.5566, 3.5666], [-0.1488, 4.1770, 1.2873], [-1.4946, 5.3805, 2.1351], [0.8925, 3.2079, 2.5967], [1.0377, 5.4834, 0.3630], [-0.5748, 3.5671, 0.4907], [1.7823, -5.1936, 3.8388], [1.2739, -3.9246, 4.5205], [1.9488, -3.5687, 5.7427], [1.4334, -2.2131, 6.4769], [-0.0371, -1.9555, 6.3463], [1.9611, -2.3427, 7.9515], [3.2400, -2.6881, 8.3799], [3.7436, -1.3354, 8.9173], [2.3210, -1.0753, 5.7541], [2.1041, 0.3366, 6.1686], [1.1204, 0.9601, 5.2530], [1.4068, -6.0309, 4.4270], [1.2426, -5.1815, 2.8918], [2.8570, -5.2942, 3.6870], [1.4138, -3.2704, 3.6600], [0.1946, -4.0510, 4.6049], [3.1566, -3.3588, 9.2350], [3.9773, -3.0029, 7.6414], [4.2939, -0.9294, 8.0685], [3.0018, -0.7131, 9.4178], [4.3995, -1.5324, 9.7653], [1.7156, 0.3612, 7.1868], [3.0800, 0.8199, 6.2149], [0.1234, 0.5281, 5.3389], [1.0070, 2.0275, 5.4428], [1.4187, 0.8023, 4.2166], [3.0325, 5.4208, -2.5119], [2.3529, 5.8439, -3.7541], [1.9689, 4.6358, -4.5155], [0.6054, 4.2746, -5.3979], [0.7285, 3.3688, -6.5195], [-0.4737, 3.7804, -4.3419], [-0.4401, 2.4827, -3.7961], [-0.3692, 2.9542, -2.3802], [0.0430, 5.7755, -5.8291], [-0.8413, 5.8696, -6.9719], [-0.7883, 7.3719, -7.3146], [2.5667, 4.4608, -2.2893], [4.1012, 5.2674, -2.6613], [3.0267, 6.1255, -1.6803], [1.3875, 6.3157, -3.5713], [2.8983, 6.5613, -4.3673], [-1.2999, 1.9194, -4.1587], [0.4284, 1.8730, -4.0454], [-1.0372, 3.7612, -2.0790], [-0.5536, 2.1620, -1.6546], [0.5694, 3.3220, -1.9658], [-0.4773, 5.2371, -7.7816], [-1.8519, 5.5663, -6.6984], [0.1539, 7.5738, -7.8242], [-1.6996, 7.6831, -7.8252], [-0.8789, 8.0442, -6.4615], [-5.4870, 4.0330, 2.3665], [-4.4795, 3.2413, 1.4918], [-4.4591, 1.8306, 1.7520], [-3.3446, 1.0177, 0.8616], [-1.8976, 1.4491, 0.9895], [-3.5636, -0.5862, 1.1934], [-3.1399, -1.0753, 2.4315], [-1.7028, -1.6556, 2.2461], [-4.0536, 1.1097, -0.5504], [-3.4511, 0.5141, -1.6357], [-4.2886, 0.9038, -2.8821], [-5.1290, 4.0258, 3.3960], [-5.5081, 5.1208, 2.3001], [-6.4808, 3.5899, 2.3020], [-4.7660, 3.4455, 0.4601], [-3.5019, 3.7149, 1.5820], [-3.0805, -0.2210, 3.1058], [-3.8825, -1.7576, 2.8451], [-1.3423, -2.1284, 3.1596], [-1.7363, -2.3128, 1.3771], [-0.9973, -0.8583, 2.0123], [-2.4600, 0.9048, -1.8660], [-3.3165, -0.5655, -1.5701], [-4.3638, 1.9844, -3.0040], [-3.8824, 0.4285, -3.7749], [-5.2543, 0.3997, -2.8445], [1.0262, -3.4161, -0.0442], [-0.2164, -3.7885, -0.8035], [0.1739, -4.4977, -1.9280], [-0.6545, -4.3448, -3.3224], [-2.0923, -4.0641, -3.1071], [-0.4572, -5.7294, -4.0839], [-0.4223, -6.9171, -3.3229], [0.3366, -7.9411, -4.1198], [0.1322, -3.2549, -4.2715], [-0.6001, -2.4321, -5.1418], [-0.5321, -3.0899, -6.4734], [1.3246, -4.3025, 0.5156], [1.8913, -2.9984, -0.5591], [0.8304, -2.7541, 0.7993], [-0.8829, -4.4123, -0.2080], [-0.7867, -2.8917, -1.0453], [-0.0142, -6.8265, -2.3163], [-1.4487, -7.2812, -3.2783], [0.3539, -8.9060, -3.6132], [-0.1953, -8.1007, -5.0577], [1.4005, -7.7089, -4.1692], [-1.6213, -2.2266, -4.8205], [0.0103, -1.5319, -5.0703], [-0.6038, -4.1619, -6.2895], [-1.3845, -2.6922, -7.0242], [0.4498, -2.7265, -6.7766], [1.6809, 0.7126, 0.2626], [3.1329, 1.7298, 0.0171], [1.9449, -0.4403, 1.6233], [1.1233, 0.0258, -1.2978], [0.8694, 1.3438, 0.6247]]
}

No. 2
{
  "formula": "C12H27N3NbOS2",
  "method": "the ωB97M-V functional and the def2-TZVPD basis",
  "de_lowest_kj_mol": 0.0,
  "total_charge": -1,
  "homo_lumo_gap_ev": 7.2,
  "molar_mass_g_mol": 386.41,
  "e_tot_ha": -1566.091536,
  "homo_energy_ha": -0.17058,
  "species": ["C", "C", "N", "Nb", "C", "C", "N", "C", "C", "C", "S", "C", "S", "N", "C", "C", "O", "C", "C", "H", "H", "H", "H", "H", "H", "H", "H", "H", "H", "H", "H", "H", "H", "H", "H", "H", "H", "H", "H", "H", "H", "H", "H", "H", "H", "H"],
  "positions_angstrom": [[-1.0237, -3.1642, -2.3687], [-0.9093, -3.3588, -0.8646], [-0.8303, -2.1057, -0.1100], [-2.4893, -1.0496, 0.5875], [-1.9073, 1.0692, -0.1290], [-2.8741, 1.8192, -0.9872], [-2.5141, 2.7509, -1.7856], [-1.8954, -0.4213, 2.6884], [-0.5466, -0.9062, 3.2302], [0.5754, 0.1155, 3.1182], [1.2509, 0.1706, 1.4535], [1.8532, 1.7830, 1.2594], [1.4120, 3.0759, 2.1447], [2.7409, 1.9487, 0.1704], [2.0915, 2.3917, -1.0731], [1.5644, 1.2392, -1.8890], [2.5602, 0.2509, -2.1513], [3.8082, 0.4670, -1.5419], [3.7464, 0.9042, -0.0886], [-2.0318, -2.8792, -2.6577], [-0.3522, -2.3677, -2.6907], [-0.7312, -4.0710, -2.9006], [-0.0177, -3.9681, -0.6689], [-1.7599, -3.9238, -0.4905], [-0.2156, -1.4781, -0.6232], [-3.2136, -1.0261, -1.1111], [-3.4535, -2.5742, 1.0194], [-4.1123, -0.2478, 0.9155], [-1.6847, 1.6707, 0.7548], [-0.9837, 1.0085, -0.7122], [-3.9166, 1.5077, -0.9374], [-3.3230, 3.0975, -2.2964], [-2.6834, -0.8423, 3.3218], [-1.9538, 0.6608, 2.8309], [-0.6400, -1.0999, 4.3045], [-0.2281, -1.8473, 2.7782], [1.4128, -0.1529, 3.7639], [0.2243, 1.1002, 3.4024], [2.8173, 2.9645, -1.6496], [1.2706, 3.0610, -0.8251], [0.7447, 0.7575, -1.3616], [1.1758, 1.6071, -2.8396], [4.3368, -0.4842, -1.5844], [4.3949, 1.1850, -2.1255], [3.5788, 0.0519, 0.5609], [4.7318, 1.3099, 0.1588]]
}

No. 3
{
  "formula": "C7H15NO2S2",
  "method": "the ωB97M-V functional and the def2-TZVPD basis",
  "de_lowest_kj_mol": 504.1,
  "total_charge": 0,
  "homo_lumo_gap_ev": [7.5, 7.5],
  "molar_mass_g_mol": 209.34,
  "e_tot_ha": -1277.135517,
  "homo_energy_ha": [-0.30313, -0.30318],
  "species": ["C", "C", "C", "C", "C", "C", "C", "N", "O", "O", "S", "S", "H", "H", "H", "H", "H", "H", "H", "H", "H", "H", "H", "H", "H", "H", "H"],
  "positions_angstrom": [[-2.7831, 0.3161, 0.4423], [-2.0547, -0.9502, 0.7011], [-2.1101, 1.0455, -0.7944], [-0.6323, -0.4912, 1.2190], [-0.7193, 1.3367, -0.5287], [0.0799, 0.2025, 0.0091], [2.9554, -0.5622, -1.6186], [2.3224, -2.1961, 0.9249], [2.1058, 1.9332, -0.3801], [1.6921, 1.1188, 1.9279], [3.3944, -0.5932, 0.1857], [1.6813, 0.8565, 0.5290], [-3.7698, 0.1146, 0.0896], [-2.7220, 0.9562, 1.2739], [-2.5438, -1.3724, 1.5997], [-2.0739, -1.6555, -0.1038], [-2.3599, 0.3237, -1.7463], [-2.6876, 1.8432, -1.1575], [-0.7590, 0.1487, 2.0824], [-0.0329, -1.4835, 1.4734], [-0.2211, 1.8234, -1.3879], [-0.5979, 2.0391, 0.3025], [0.4870, -0.4539, -0.7369], [3.7391, -1.0210, -2.1760], [2.5679, 0.4091, -1.8159], [2.0343, -1.1189, -1.8397], [3.0077, -2.5692, 1.5255]]
}

No. 4
{
  "formula": "C2H3BrCl2Si",
  "method": "the ωB97M-V functional and the def2-TZVPD basis",
  "de_lowest_kj_mol": 27.7,
  "smiles": "C=C[Si](Cl)(Cl)Br",
  "total_charge": 0,
  "homo_lumo_gap_ev": 11.0,
  "molar_mass_g_mol": 205.94,
  "e_tot_ha": -3862.013418,
  "homo_energy_ha": -0.38688,
  "species": ["C", "C", "Si", "Cl", "Cl", "Br", "H", "H", "H"],
  "positions_angstrom": [[-0.6793, 0.0660, -0.0407], [0.3997, 0.8563, 0.2445], [0.3154, 2.2409, 1.6548], [2.2405, 2.9398, 1.9204], [-0.9042, 3.8339, 1.1130], [-0.7311, 1.4921, 3.3743], [-0.8885, -0.7573, -0.7837], [-1.5753, 0.0015, 0.5143], [1.3193, 0.8982, -0.2489]]
}

Question: What is the formula in the first record?
Answer: C27H63Br6Cl3O16P4